Entry 1:
ORCA calculation (ωB97M-V/def2-TZVPD) on a 8-piece molecular cluster, C22H64N4O8 overall.

XYZ file:
```
98
Properties=species:S:1:pos:R:3:forces:R:3
C -0.323585 1.675009 -4.058734 -1.4 -0.2 0.8
O -1.404305 2.556869 -3.638334 1.2 0.3 -1.0
C -1.665415 3.629299 -4.579904 -0.8 0.7 0.6
C -0.537185 4.720679 -4.739984 0.2 -1.1 1.1
C -0.196545 5.419329 -3.363614 -0.4 -1.5 -0.4
N -0.743085 5.761429 -5.744684 -0.2 0.4 0.4
H -0.513085 1.300719 -5.064764 0.5 0.7 -0.5
H -0.412385 0.743079 -3.500404 -0.1 0.2 0.6
H 0.653685 2.092119 -3.815684 0.1 0.1 -0.6
H -2.008895 3.198819 -5.520554 0.6 -0.1 -0.5
H -2.586145 4.078409 -4.207554 0.1 0.3 0.3
H 0.291875 4.056219 -4.983414 0.7 0.3 -0.1
H -0.969205 6.103929 -3.013734 0.1 0.3 -0.5
H 0.809765 5.837479 -3.339414 -0.2 0.4 -0.3
H -0.171415 4.653679 -2.588214 0.0 -0.3 0.0
H -0.657405 5.549799 -6.728544 -0.2 -0.9 0.1
H 0.003485 6.424019 -5.590714 -0.1 0.4 0.1
C 5.164105 -1.147581 6.337466 -1.1 0.4 -1.2
O 3.876055 -0.619281 6.747306 0.0 0.0 0.3
C 3.011335 -0.039321 5.742416 2.0 0.0 -2.1
C 2.427885 -1.093261 4.794146 -0.6 -0.1 0.4
C 1.419265 -0.652031 3.807406 -1.4 1.1 -0.6
N 1.875225 -2.070701 5.663896 0.3 -1.8 0.7
H 5.753895 -1.487421 7.188786 -0.4 0.3 0.1
H 5.697215 -0.422201 5.722876 0.2 0.5 0.4
H 5.039975 -1.962931 5.624806 -0.2 -0.5 0.3
H 2.233865 0.575269 6.196196 0.2 -0.1 0.3
H 3.638665 0.502339 5.034486 0.2 1.2 0.4
H 3.209555 -1.563311 4.197366 0.4 -0.1 0.3
H 0.699715 -1.430921 3.555066 0.8 -0.6 -0.3
H 1.880825 -0.224611 2.917266 -0.3 0.0 -0.1
H 0.662805 0.029379 4.196696 0.4 0.7 0.4
H 2.584195 -1.947121 6.372536 -0.4 -1.4 1.2
H 1.006275 -1.796821 6.099816 -0.3 0.3 -0.2
C -6.187495 -1.780031 0.511076 0.3 1.2 0.0
O -4.870985 -1.500351 0.064876 -0.7 -0.2 -0.7
C -4.548145 -0.129321 -0.229884 -0.6 -1.7 0.6
C -3.069845 -0.156211 -0.152614 1.0 1.5 -1.2
C -2.396475 -0.883691 -1.307864 -0.6 -0.4 -0.4
N -2.614675 -0.632811 1.143476 -0.5 0.7 -0.3
H -6.363375 -1.322471 1.484626 0.1 0.0 0.5
H -6.314565 -2.858401 0.606336 -0.1 0.2 -0.4
H -6.872875 -1.235901 -0.138744 -0.5 -0.7 -0.3
H -4.813775 0.322319 -1.185684 -0.7 -0.7 -0.4
H -5.019015 0.478109 0.543036 0.2 0.4 0.3
H -2.961255 0.907649 -0.363614 1.4 0.5 0.5
H -1.307155 -0.859451 -1.278334 0.0 0.3 0.2
H -2.746645 -0.450771 -2.244914 0.2 0.1 -0.2
H -2.668015 -1.938701 -1.344254 -0.1 -0.1 0.2
H -2.483215 0.193729 1.708866 0.3 0.1 0.5
H -3.506835 -1.024031 1.410096 0.3 -0.9 1.2
C -1.705665 -5.120031 -1.314234 -1.4 -1.6 0.5
O -1.849565 -5.245601 0.115226 0.6 0.0 -1.3
C -1.484025 -4.025621 0.700946 0.0 -0.2 0.4
C -0.128185 -3.415761 0.241866 -0.4 -0.3 0.8
C 1.089065 -4.400401 0.353706 -1.2 -0.2 0.5
N 0.026165 -2.213711 1.033896 1.3 0.8 0.3
H -0.697245 -5.343791 -1.662254 0.1 0.6 0.0
H -2.171375 -4.216381 -1.707474 0.5 0.4 0.1
H -2.338275 -5.913261 -1.712584 0.1 -0.2 -0.1
H -2.332055 -3.349991 0.589326 0.2 0.7 -0.7
H -1.523305 -4.152631 1.782806 0.7 -0.4 0.2
H -0.223415 -3.088631 -0.793514 0.0 -0.1 -0.1
H 0.725105 -5.352011 -0.033674 0.3 -0.1 -0.3
H 1.335955 -4.643431 1.387186 -0.2 0.3 0.3
H 2.042395 -4.138631 -0.105374 -0.4 0.4 -0.4
H -0.712615 -1.527191 0.979136 -0.7 -0.2 -0.5
H 0.091595 -2.374691 2.028836 0.3 -0.6 0.0
C 1.725955 -2.362641 -4.760984 0.6 -1.7 -1.7
C 1.484465 -1.951331 -3.351524 -0.2 -0.2 -0.5
O 2.544995 -2.313331 -2.517694 0.4 0.0 -0.3
H 2.008275 -3.407181 -4.892644 0.0 -0.5 0.9
H 2.590625 -1.926001 -5.260764 -0.1 0.8 0.3
H 0.885565 -2.374651 -5.455034 -0.4 0.9 0.3
H 0.614785 -2.444461 -2.917244 -0.7 0.2 -0.4
H 1.373355 -0.867301 -3.376264 -0.3 0.3 0.3
H 2.307145 -1.808791 -1.736364 0.9 0.2 1.1
C 0.113085 2.662669 3.580896 0.8 -0.6 0.1
C -1.223115 2.851249 2.985196 -1.8 0.6 -0.3
O -2.066895 1.678969 3.064836 0.4 0.0 0.4
H 0.109155 2.315729 4.614196 -0.4 -0.2 0.0
H 0.667275 3.599669 3.635856 0.1 0.0 -0.5
H 0.605665 1.913129 2.961496 0.6 0.2 0.3
H -1.196455 3.083389 1.920536 0.5 0.3 -0.1
H -1.727045 3.685769 3.472766 -0.2 0.1 0.1
H -2.972465 1.972539 3.188786 0.0 0.0 0.1
C 3.558695 3.833019 -1.803854 -1.0 -0.9 -0.4
O 3.928275 4.987999 -1.136264 0.5 0.8 0.5
H 2.936185 3.221989 -1.150234 0.2 0.0 0.3
H 2.893245 4.078689 -2.631444 0.1 -0.1 -0.4
H 4.396915 3.225219 -2.144544 0.1 0.0 -0.1
H 4.333505 5.558879 -1.793154 0.1 0.2 0.2
C 1.495845 0.367849 -0.266194 -1.4 -2.4 -0.3
O 2.197635 -0.894621 -0.165244 1.8 1.5 -0.8
H 2.054505 1.255389 -0.563304 0.5 -0.5 0.6
H 0.777515 0.162549 -1.059894 -0.4 0.7 -0.3
H 0.886205 0.388839 0.637126 0.2 1.1 0.2
H 1.545865 -1.551451 0.090416 -0.9 -0.2 1.0
```
Positions in Å, forces in eV/Å.

Output
Multiplicity   1
SMILES   COC[C@H](C)N.COC[C@H](C)N.COC[C@H](C)N.COC[C@H](C)N.CCO.CCO.CO.CO
Charge   0


Entry 2:
ORCA calculation (ωB97M-V/def2-TZVPD) on a 10-piece molecular cluster, C22H64N8O10 overall.

XYZ file:
```
104
Properties=species:S:1:pos:R:3:forces:R:3
N -4.911821 0.954015 4.446599 -3.9 0.7 -5.5
C -4.273584 1.076879 5.530351 3.4 -0.9 3.8
N -3.761860 -0.102254 5.888125 0.9 -3.6 0.6
O -4.000862 2.047128 6.170204 -0.3 3.1 0.9
H -5.170454 0.035993 4.114261 -0.1 0.6 -0.1
H -5.327750 1.774485 4.029540 0.0 -0.3 0.0
H -3.904186 -0.867046 5.243959 0.3 -0.1 0.5
H -3.192265 -0.305042 6.697159 -0.3 0.6 -0.2
N -2.829045 6.548277 3.793839 2.9 -4.5 -1.7
C -3.535547 7.617977 3.935139 -0.2 0.6 1.2
N -4.193701 7.687786 5.058097 -2.4 0.4 3.3
O -3.500930 8.521875 3.180635 -0.2 3.3 -3.4
H -2.887264 5.717723 4.365581 -0.2 0.3 -0.1
H -2.525923 6.400584 2.841781 0.3 -0.1 0.3
H -4.201555 6.931178 5.727112 -0.3 0.4 -0.1
H -4.760522 8.517715 5.158190 0.1 -0.4 0.4
N 3.494962 6.991904 -3.492987 3.0 2.3 -3.6
C 2.666284 6.647148 -2.582778 -2.0 -1.8 0.9
N 3.251156 6.027955 -1.607814 2.9 -1.7 4.2
O 1.489054 6.669820 -2.688531 -4.4 0.6 -0.7
H 3.084531 7.027279 -4.415156 0.8 0.4 0.0
H 4.463505 6.891214 -3.224907 -0.1 0.1 -1.4
H 4.256067 6.127821 -1.590942 -0.2 -0.7 0.7
H 2.792497 5.442117 -0.924785 0.0 0.6 -0.2
N 7.498911 1.383331 -0.533645 -3.3 -0.9 -0.1
C 8.175787 2.459288 -0.964447 -4.0 0.4 -0.6
N 9.372666 2.250825 -0.666981 8.4 0.6 1.3
O 7.797008 3.478147 -1.505533 -1.2 0.3 -0.5
H 8.029595 0.556061 -0.301050 -0.7 0.1 -0.3
H 6.539164 1.324956 -0.842776 0.1 -0.5 0.3
H 9.941229 3.068188 -0.836608 0.5 -0.4 0.3
H 9.651050 1.583317 0.038039 0.1 0.4 -0.3
C 2.702550 4.032221 5.845207 1.3 -1.7 0.1
C 3.800147 2.900996 6.003490 1.3 3.0 -0.7
C 5.114012 3.297610 5.308501 0.7 0.2 -0.3
O 3.985998 2.670656 7.377757 -0.1 -1.6 0.3
H 1.846102 3.463286 6.207005 -0.7 0.8 -0.7
H 2.757003 4.425239 4.829988 -0.8 -0.3 -0.1
H 2.853437 4.895729 6.493051 0.4 -0.2 0.3
H 3.585327 2.013593 5.408117 -1.0 -0.4 1.0
H 5.904559 2.548239 5.348238 -0.2 -0.4 0.4
H 5.602917 4.206850 5.658292 -0.3 0.3 0.2
H 4.970333 3.412965 4.234185 -0.3 0.2 -0.1
H 4.191481 3.460078 7.883896 0.0 0.3 -0.5
C -0.144899 -10.698489 -2.552200 -0.3 -0.5 0.3
C 0.152393 -10.414159 -1.087157 1.8 -1.2 1.0
C -0.774553 -11.105061 -0.063330 -0.1 0.5 0.0
O 1.516262 -10.969872 -0.797187 -0.7 -0.4 -1.0
H 0.549897 -10.162398 -3.198701 -0.2 -0.1 0.0
H -1.182459 -10.526325 -2.838440 0.0 0.8 0.2
H -0.120562 -11.769435 -2.753634 0.7 -0.2 0.2
H 0.360967 -9.357928 -0.916927 -1.1 0.2 0.0
H -0.461107 -10.863036 0.952190 0.0 0.3 0.0
H -0.730586 -12.193905 -0.087353 0.3 0.0 -0.6
H -1.826004 -10.834242 -0.159241 0.0 0.2 -0.1
H 1.982383 -10.480549 -0.115348 -0.4 0.3 0.0
C -4.347577 3.301222 -4.692041 0.5 0.9 0.5
C -3.868878 2.586962 -3.435014 1.6 -1.6 -1.0
C -4.127847 1.056724 -3.483934 0.7 0.7 0.1
O -2.395549 2.634964 -3.328305 -1.4 0.5 0.0
H -3.950853 4.316460 -4.689433 -0.2 0.4 0.4
H -5.433077 3.372541 -4.623418 0.0 -0.1 -0.6
H -3.933415 2.981692 -5.648319 -0.4 -1.0 0.1
H -4.284552 3.081669 -2.557182 -0.2 -0.2 0.1
H -3.326088 0.573615 -4.042415 0.1 0.4 -0.5
H -5.051841 0.795153 -3.999590 -0.2 -0.1 0.6
H -3.932819 0.628651 -2.500662 -0.9 -0.1 0.2
H -2.215857 3.577968 -3.321092 0.5 0.2 0.1
C -7.075622 -7.024774 2.902486 -1.6 -0.9 0.9
C -5.799276 -6.343177 2.614122 0.2 -1.0 -1.1
C -5.654126 -6.250781 1.082538 1.2 0.2 -0.4
O -5.841587 -5.108857 3.270312 0.5 0.8 0.1
H -7.331978 -7.080402 3.960450 0.2 0.7 0.4
H -7.188549 -8.087974 2.690474 0.3 0.1 -1.0
H -7.819858 -6.403767 2.403909 -0.6 -0.5 -0.1
H -4.980812 -6.949357 3.002395 0.3 0.3 0.1
H -4.651359 -5.936901 0.792685 0.2 0.2 0.3
H -6.293094 -5.558645 0.534112 -0.5 0.1 0.6
H -5.743230 -7.220594 0.593031 -0.3 -0.2 0.3
H -6.768468 -4.966879 3.476068 0.0 0.3 0.1
C 2.381356 1.909527 -8.721315 0.1 1.1 -1.8
C 2.815164 0.971403 -7.645672 0.4 1.4 -0.8
C 3.829186 1.560400 -6.721719 1.1 0.2 0.2
O 1.638854 0.776204 -6.982595 -2.2 -2.2 1.9
H 2.117465 2.883643 -8.309540 0.2 0.2 0.3
H 1.444979 1.577306 -9.169574 0.1 -0.4 0.0
H 3.076958 2.087121 -9.541496 0.3 0.0 0.0
H 3.191278 0.052497 -8.095367 -0.3 -0.3 0.3
H 4.173177 0.818499 -6.001047 0.1 0.0 0.0
H 3.447027 2.414214 -6.162197 -0.3 0.0 0.0
H 4.672574 1.960731 -7.284313 0.2 -0.2 0.0
H 1.429364 1.502052 -6.390242 0.2 0.1 0.0
C 0.299629 -0.676469 1.352918 0.2 -0.1 -0.4
C 1.475923 -0.891943 0.360146 -2.5 0.1 -0.2
C 1.285941 -2.107632 -0.593649 0.8 0.0 0.1
O 1.593132 0.319445 -0.370761 1.4 0.3 0.0
H 0.531432 0.148606 2.026437 0.3 -0.3 0.3
H 0.066220 -1.599280 1.883985 -0.1 0.1 0.2
H -0.594876 -0.304826 0.853079 -0.1 -0.4 -0.4
H 2.342363 -1.004965 1.011758 0.4 0.0 -0.6
H 0.555365 -2.036663 -1.399475 -0.5 0.6 0.4
H 1.075921 -3.038374 -0.066655 0.0 0.1 0.2
H 2.193687 -2.280108 -1.171865 0.4 0.1 0.2
H 0.812394 0.544394 -0.882091 -0.3 -0.4 0.1
```
Positions in Å, forces in eV/Å.

Output
Multiplicity   1
SMILES   NC(N)=O.NC(N)=O.NC(N)=O.NC(N)=O.CC(C)O.CC(C)O.CC(C)O.CC(C)O.CC(C)O.CC(C)O
Charge   0


Energy relative to the best compared isomer or geometry (same formula, charge and spin) for every record listed, in sequence, given in eV: 5.243; 5.597.